# 1
DFT (ωB97M-V with the def2-TZVPD basis set) results for 8 unconnected molecules or ions with the total composition C58H126N6O8S2.

As for the LUMO energy (alpha / beta): -2.56 / -6.11 eV. As for the HOMO-LUMO gap (alpha / beta): 6.5497 / 3.0038 eV. As for the HOMO energy (alpha / beta): -0.335 / -0.335 Ha. Its total charge is +1. As for the multiplicity: 2.

```
200
C58H126N6O8S2 ωB97M-V with the def2-TZVPD basis set
C 1.160 1.642 -0.339
S -0.680 1.533 -0.773
O -0.867 0.106 -1.364
C -0.987 1.456 1.038
H 1.482 2.509 0.238
H 1.884 1.422 -1.124
H 1.437 0.910 0.419
H -2.058 1.640 1.124
H -0.444 2.116 1.715
H -0.811 0.412 1.297
C -5.818 -0.221 -3.112
S -5.104 1.370 -2.395
O -6.305 2.156 -1.850
C -4.360 0.641 -0.903
H -6.464 -0.736 -2.402
H -4.927 -0.839 -3.228
H -6.264 -0.230 -4.106
H -3.539 1.190 -0.441
H -4.099 -0.411 -1.019
H -5.215 0.554 -0.232
C -7.362 3.743 5.216
C -7.355 4.407 3.777
C -7.402 5.974 3.967
C -6.921 6.745 2.779
C -5.547 6.381 2.381
C -5.295 4.830 2.180
N -5.979 4.064 3.188
O -5.696 2.700 3.116
C -5.916 4.498 0.831
C -3.805 4.544 2.275
C -8.642 3.937 3.010
H -7.207 2.684 5.008
H -8.254 3.688 5.840
H -6.512 3.999 5.848
H -8.438 6.215 4.204
H -6.836 6.288 4.844
H -6.891 7.798 3.059
H -7.716 6.645 2.041
H -4.792 6.850 3.012
H -5.398 6.849 1.408
H -6.951 4.839 0.827
H -5.506 4.990 -0.051
H -5.719 3.484 0.483
H -3.463 3.514 2.173
H -3.281 5.003 1.437
H -3.242 5.107 3.019
H -9.007 4.471 2.133
H -9.366 3.974 3.824
H -8.685 2.875 2.765
H -6.186 2.508 2.313
C 3.084 -0.343 -6.087
C 2.050 0.787 -5.564
C 2.512 2.169 -6.007
C 1.446 3.228 -5.870
C 0.278 2.927 -6.823
C -0.294 1.515 -6.411
N 0.752 0.526 -6.176
O 0.238 -0.725 -5.834
C -1.109 1.745 -5.146
C -1.177 0.995 -7.535
C 1.996 0.594 -4.014
H 3.064 -1.296 -5.558
H 4.071 0.019 -5.797
H 3.059 -0.316 -7.176
H 3.292 2.617 -5.392
H 2.879 2.171 -7.033
H 1.955 4.117 -6.241
H 1.044 3.283 -4.858
H 0.638 2.740 -7.834
H -0.458 3.724 -6.935
H -1.232 0.765 -4.685
H -0.811 2.536 -4.458
H -2.143 2.044 -5.321
H -0.440 0.541 -8.198
H -1.743 0.083 -7.342
H -1.724 1.767 -8.076
H 0.989 0.849 -3.683
H 2.637 1.298 -3.483
H 2.243 -0.364 -3.557
H -0.186 -0.541 -4.993
C 1.448 -5.283 4.287
C 1.286 -3.989 5.148
C 2.359 -3.936 6.272
C 2.576 -2.657 7.098
C 2.654 -1.531 6.072
C 1.567 -1.473 4.989
N 1.487 -2.781 4.267
O 0.641 -2.869 3.128
C 0.179 -0.951 5.517
C 2.046 -0.422 3.966
C 0.023 -4.245 5.941
H 1.579 -6.153 4.932
H 2.259 -5.172 3.567
H 0.604 -5.352 3.602
H 2.167 -4.863 6.812
H 3.268 -4.110 5.696
H 3.523 -2.727 7.632
H 1.672 -2.556 7.699
H 3.588 -1.694 5.534
H 2.589 -0.563 6.568
H -0.622 -1.179 4.814
H 0.030 -1.236 6.559
H 0.205 0.111 5.760
H 1.325 -0.216 3.175
H 2.495 0.443 4.455
H 2.684 -0.783 3.159
H -0.928 -3.891 5.543
H 0.042 -4.168 7.029
H -0.210 -5.309 5.971
H 1.237 -2.950 2.380
C -3.621 -3.035 -1.930
C -3.113 -3.607 -0.662
C -4.248 -3.514 0.398
C -5.308 -4.512 0.186
C -4.608 -5.874 0.498
C -3.490 -6.212 -0.509
N -2.663 -4.999 -0.805
O -1.640 -5.303 -1.582
C -2.698 -7.205 0.233
C -4.130 -6.704 -1.850
C -1.996 -2.774 -0.084
H -4.450 -2.334 -1.833
H -4.098 -3.756 -2.595
H -2.882 -2.544 -2.563
H -3.835 -3.661 1.396
H -4.732 -2.538 0.401
H -5.737 -4.396 -0.810
H -6.199 -4.338 0.788
H -5.410 -6.612 0.474
H -4.213 -5.863 1.513
H -3.328 -8.087 0.352
H -1.947 -7.559 -0.474
H -2.183 -6.844 1.123
H -3.582 -6.961 -2.757
H -4.877 -7.438 -1.549
H -4.793 -5.893 -2.151
H -1.549 -3.249 0.789
H -2.333 -1.766 0.157
H -1.288 -2.694 -0.909
H -0.891 -5.214 -0.987
C 7.238 3.521 -2.122
C 5.877 3.399 -1.364
C 6.125 2.412 -0.179
C 6.800 2.930 1.037
C 5.992 4.142 1.535
C 5.763 5.239 0.431
N 5.257 4.624 -0.786
O 4.985 5.594 -1.732
C 4.695 6.276 0.833
C 7.040 5.966 0.054
C 4.903 2.595 -2.300
H 7.279 3.092 -3.123
H 8.237 3.493 -1.687
H 7.200 4.535 -2.519
H 5.117 2.130 0.127
H 6.495 1.465 -0.570
H 7.812 3.325 0.952
H 7.052 2.107 1.705
H 6.452 4.512 2.451
H 5.044 3.683 1.815
H 4.817 6.573 1.874
H 4.687 7.158 0.191
H 3.669 5.910 0.873
H 7.460 6.434 0.945
H 7.885 5.431 -0.377
H 6.868 6.829 -0.590
H 4.489 3.319 -3.001
H 4.028 2.106 -1.871
H 5.321 1.880 -3.008
H 5.909 5.811 -1.870
C 4.251 -1.827 -2.603
C 3.780 -2.112 -1.145
C 2.217 -1.976 -1.091
C 1.677 -2.666 0.176
C 2.008 -4.171 0.278
C 3.207 -4.641 -0.519
N 4.106 -3.492 -0.746
O 5.442 -3.805 -0.914
C 3.870 -5.783 0.310
C 2.779 -5.090 -1.951
C 4.453 -0.982 -0.226
H 3.658 -2.382 -3.330
H 5.299 -2.124 -2.602
H 4.221 -0.744 -2.720
H 2.015 -0.914 -0.947
H 1.850 -2.150 -2.102
H 0.603 -2.504 0.080
H 2.145 -2.267 1.075
H 1.144 -4.643 -0.191
H 1.890 -4.467 1.320
H 4.384 -5.496 1.227
H 3.091 -6.505 0.552
H 4.755 -6.286 -0.082
H 2.054 -4.365 -2.319
H 3.611 -5.295 -2.625
H 2.122 -5.939 -1.764
H 4.249 -0.006 -0.666
H 5.518 -1.198 -0.145
H 3.970 -0.945 0.751
H 5.646 -4.006 0.002
```

***

# 2
DFT (ωB97M-V with the def2-TZVPD basis set) results for C4H9NO in the gas phase.

As for the structure (SMILES): CCNC(C)=O. The energy above the lowest of the compared OMol25 structures with the same formula, charge and spin comes out at 9.1 kcal per mole. As for the LUMO energy: 0.95 eV. As for the HOMO-LUMO gap: 10.5523 eV. As for the HOMO energy: -0.353 Ha.

```
15
C4H9NO ωB97M-V with the def2-TZVPD basis set
C 1.721 -0.848 0.297
C 1.174 0.485 0.808
N 0.078 0.933 -0.045
C -1.160 0.381 0.205
C -2.042 0.039 -0.980
O -1.516 0.099 1.335
H 2.455 -1.282 0.983
H 2.198 -0.729 -0.683
H 0.897 -1.563 0.186
H 0.755 0.374 1.809
H 1.956 1.249 0.850
H 0.323 1.110 -1.009
H -1.547 0.126 -1.950
H -2.960 0.631 -0.977
H -2.332 -1.005 -0.828
```

***

# 3
DFT (ωB97M-V with the def2-TZVPD basis set) results for a molecular structure, C50H69AuO2P2SSi.

The energy above the lowest of the compared OMol25 structures with the same formula, charge and spin comes out at 19.1 kcal per mole. As for the LUMO energy: -0.39 eV. As for the HOMO-LUMO gap: 6.9321 eV. As for the HOMO energy: -0.269 Ha.

```
126
C50H69AuO2P2SSi ωB97M-V with the def2-TZVPD basis set
Au -1.229 0.372 -0.371
C -2.969 -2.249 -0.725
Si -1.131 -2.077 -1.066
C -0.782 -1.920 -2.936
C -0.185 -2.966 -3.652
C 0.098 -2.853 -5.005
C -0.218 -1.687 -5.685
C -0.785 -0.631 -4.993
C -1.047 -0.736 -3.628
P -1.549 0.710 -2.655
C -0.174 1.919 -2.953
C 0.068 2.482 -4.365
C 0.963 3.738 -4.317
C 1.924 3.675 -3.134
C 1.129 3.748 -1.821
C -0.258 3.102 -1.969
C -3.117 1.494 -3.245
C -3.448 1.465 -4.747
C -3.941 0.096 -5.270
C -4.458 -0.795 -4.140
C -5.267 0.053 -3.169
C -4.367 1.058 -2.432
C -0.316 -3.717 -0.569
C -0.832 -4.892 -1.124
C -0.230 -6.118 -0.888
C 0.906 -6.184 -0.095
C 1.415 -5.033 0.487
C 0.808 -3.796 0.270
P 1.263 -2.216 1.073
C 2.093 -2.778 2.651
C 1.918 -1.668 3.705
C 2.765 -1.957 4.939
C 4.266 -1.897 4.594
C 4.523 -2.202 3.111
C 3.558 -3.268 2.597
C 2.633 -1.538 0.008
C 2.798 -0.039 0.294
C 3.962 0.537 -0.512
C 3.763 0.300 -2.008
C 3.540 -1.183 -2.309
C 2.375 -1.734 -1.488
H -3.386 -3.050 -1.343
H -3.511 -1.328 -0.933
H -3.132 -2.504 0.324
H 0.074 -3.883 -3.145
H 0.572 -3.674 -5.528
H -0.003 -1.588 -6.741
H -1.012 0.286 -5.519
H 0.697 1.315 -2.667
H -0.877 2.743 -4.843
H 0.558 1.727 -4.980
H 0.346 4.636 -4.222
H 1.507 3.828 -5.258
H 2.648 4.490 -3.183
H 2.495 2.743 -3.186
H 1.006 4.791 -1.524
H 1.679 3.250 -1.019
H -0.975 3.833 -2.354
H -0.631 2.798 -0.991
H -2.900 2.529 -2.955
H -2.619 1.824 -5.356
H -4.251 2.196 -4.871
H -3.151 -0.422 -5.812
H -4.752 0.273 -5.979
H -3.618 -1.253 -3.608
H -5.059 -1.608 -4.551
H -5.781 -0.575 -2.439
H -6.043 0.580 -3.733
H -4.056 0.666 -1.467
H -4.940 1.956 -2.196
H -1.720 -4.852 -1.747
H -0.644 -7.018 -1.325
H 1.390 -7.137 0.080
H 2.288 -5.112 1.120
H 1.454 -3.616 2.952
H 0.862 -1.586 3.965
H 2.205 -0.697 3.291
H 2.505 -2.947 5.325
H 2.529 -1.236 5.725
H 4.811 -2.616 5.209
H 4.666 -0.910 4.836
H 5.553 -2.540 2.978
H 4.410 -1.293 2.512
H 3.659 -4.160 3.225
H 3.846 -3.571 1.590
H 3.570 -2.044 0.264
H 2.947 0.140 1.362
H 1.868 0.474 0.023
H 4.894 0.057 -0.192
H 4.064 1.606 -0.311
H 4.626 0.673 -2.565
H 2.888 0.866 -2.350
H 4.449 -1.744 -2.068
H 3.342 -1.325 -3.375
H 2.208 -2.787 -1.722
H 1.462 -1.190 -1.766
C -0.461 4.061 7.786
C -0.215 3.038 8.864
O -0.590 3.166 9.995
S 0.830 1.612 8.466
C 0.498 1.352 6.741
C 1.494 1.554 5.792
C 1.242 1.292 4.455
C -0.011 0.834 4.042
C -1.008 0.640 5.003
C -0.754 0.889 6.340
C -0.282 0.577 2.661
C -0.532 0.333 1.501
H -1.448 4.500 7.923
H -0.360 3.657 6.783
H 0.286 4.845 7.923
H 2.462 1.922 6.105
H 2.015 1.448 3.714
H -1.980 0.284 4.689
H -1.527 0.736 7.082
C -4.460 2.826 1.436
C -3.006 2.380 1.293
C -2.065 3.579 1.336
O -2.888 1.674 0.094
H -4.623 3.331 2.391
H -5.122 1.961 1.373
H -4.718 3.513 0.625
H -2.767 1.733 2.152
H -2.208 4.182 0.434
H -1.026 3.243 1.372
H -2.258 4.204 2.212
```

***

# 4
DFT (ωB97M-V with the def2-TZVPD basis set) results for a molecular structure, C35H32N10OPmS3.

The energy above the lowest of the compared OMol25 structures with the same formula, charge and spin comes out at 0.0 kcal per mole. As for the LUMO energy (alpha / beta): 1.92 / 1.92 eV. As for the HOMO-LUMO gap (alpha / beta): 6.7395 / 6.7465 eV. As for the HOMO energy (alpha / beta): -0.177 / -0.177 Ha. Its total charge is -1. As for the multiplicity: 5.

```
82
C35H32N10OPmS3 ωB97M-V with the def2-TZVPD basis set
Pm -18.284 4.129 0.724
C -16.897 0.595 1.806
N -17.306 1.837 2.482
C -16.241 2.208 3.449
C -16.409 3.602 4.048
N -16.431 4.692 3.086
C -15.050 5.003 2.657
C -17.050 5.872 3.646
C -17.106 6.039 5.030
C -17.652 7.182 5.582
C -18.139 8.191 4.777
C -18.071 8.032 3.414
C -17.542 6.892 2.806
S -17.538 6.764 1.057
C -18.700 1.732 2.980
C -19.089 0.444 3.662
C -20.335 0.169 4.039
C -21.515 1.036 3.925
C -21.582 2.253 3.378
C -20.404 2.961 2.745
S -20.852 4.496 1.947
H -16.786 -0.229 2.520
H -15.967 0.811 1.265
H -17.663 0.293 1.054
H -15.291 2.138 2.890
H -16.216 1.493 4.279
H -15.573 3.732 4.765
H -17.302 3.659 4.631
H -14.451 5.372 3.505
H -15.096 5.811 1.927
H -14.596 4.134 2.206
H -16.729 5.272 5.690
H -17.681 7.250 6.655
H -18.614 9.085 5.184
H -18.481 8.786 2.747
H -18.304 -0.264 3.912
H -20.508 -0.757 4.558
H -22.414 0.636 4.371
H -22.526 2.822 3.418
C -19.704 3.812 7.744
C -20.328 4.569 6.765
C -20.198 4.266 5.418
C -19.411 3.177 5.036
C -18.780 2.420 6.005
C -18.928 2.732 7.354
N -19.220 2.957 3.658
N -19.578 2.092 1.859
C -20.008 1.334 0.747
C -20.736 0.149 0.783
C -21.056 -0.413 -0.443
C -20.691 0.224 -1.632
C -20.001 1.406 -1.564
N -19.649 1.928 -0.382
H -19.789 4.072 8.784
H -20.945 5.428 7.047
H -20.655 4.880 4.647
H -18.161 1.568 5.730
H -18.415 2.140 8.079
H -20.999 -0.306 1.719
H -21.597 -1.372 -0.458
H -20.964 -0.227 -2.583
H -19.681 1.980 -2.444
C -14.234 6.559 -3.304
C -14.208 5.521 -2.206
C -13.150 5.482 -1.283
C -13.172 4.486 -0.335
N -14.209 3.662 -0.247
C -15.205 3.784 -1.143
S -16.539 2.673 -1.011
N -15.236 4.686 -2.125
H -13.264 7.061 -3.397
H -14.996 7.321 -3.066
H -14.551 6.110 -4.256
H -12.317 6.177 -1.352
H -12.382 4.369 0.392
O -19.622 4.542 -1.256
N -18.754 5.318 -1.784
C -18.772 5.579 -3.082
C -19.645 4.904 -3.961
N -20.441 4.178 -4.372
C -17.847 6.544 -3.553
N -17.220 7.380 -4.033
```

***

Sequential largest force on an atom output: 5.447 0.299 1.431 1.156 eV/A